Here is a 3-piece molecular cluster, C3H7O2 overall in a non-equilibrium geometry from OMol25. Energies are from ωB97M-V with the def2-TZVPD basis set.

CARTESIAN COORDINATES (ANGSTROEM)
C1 1.57413 1.73013 -0.44930
O1 1.67710 2.88576 -0.05359
H1 2.13878 1.05168 0.18217
H2 0.92771 1.54041 -1.30090
H3 -5.57784 4.11729 2.06643
C2 0.40176 -3.23515 -0.44938
C3 0.90268 -1.93156 -0.35464
O2 0.36712 -0.87296 0.07204
H4 1.05905 -4.05468 -0.21622
H5 -0.61818 -3.28750 -0.81952
H6 2.00158 -1.96264 -0.61647
H7 -4.85389 4.01923 1.93937

Computed properties:
DFT total energy = -7316.9125 eV
highest occupied orbital energy = -0.0754 Ha
max |F| = 2.83 eV Å⁻¹
ΔE to the lowest compared entry with this formula, charge and spin = 389.7 kJ/mol
multiplicity = 1
charge = -1